(1)
Formula: C26H25AgF6N9O5S2
Source: the Open Molecules 2025 dataset
Level of theory: the ωB97M-V functional and the def2-TZVPD basis

```
74
Properties=species:S:1:pos:R:3:forces:R:3:mulliken_charge:R:1
Ag 0.144 -1.208 1.241 0.0 -0.6 0.1 0.441
C 3.616 -6.289 -1.754 1.1 0.9 0.4 -1.416
C 3.206 -4.884 -1.282 0.2 0.1 0.4 0.127
C 4.120 -3.953 -0.731 -0.9 0.3 -0.4 -0.857
C 3.714 -2.654 -0.434 0.1 -0.4 -0.6 -0.491
C 2.376 -2.225 -0.551 -0.5 -0.1 -0.3 1.080
N 1.992 -1.011 -0.081 0.7 1.0 -0.3 -0.250
C 2.670 0.121 -0.427 -0.4 1.9 0.4 0.230
C 3.052 0.370 -1.785 1.6 0.7 0.2 0.029
C 3.949 1.406 -2.179 -0.5 -0.1 1.6 -1.049
C 4.366 2.344 -1.166 0.4 -1.1 -1.6 1.083
C 5.475 3.312 -1.547 -0.1 -0.9 -0.8 -1.574
C 3.803 2.305 0.112 -0.5 -0.1 0.1 -0.835
C 2.851 1.328 0.463 -0.1 -2.1 -1.8 0.419
N 1.922 1.538 1.517 -0.5 0.8 1.5 0.153
C 1.755 2.742 2.189 -0.5 -1.2 -0.2 -0.203
C 0.573 2.629 2.867 -1.1 0.8 0.3 -0.869
C 0.009 1.398 2.561 1.8 -0.6 -0.1 -0.250
N 0.872 0.699 1.811 0.4 2.2 0.2 -0.298
C 1.435 -3.174 -1.036 1.9 -0.5 0.2 0.260
C 1.894 -4.462 -1.365 -1.2 -0.5 -0.3 -0.370
N 0.090 -2.891 -1.238 -4.4 0.2 -1.0 0.542
C -0.822 -3.740 -1.915 1.1 1.7 1.3 -0.215
C -2.106 -3.246 -1.848 1.3 1.0 0.5 -1.159
C -1.925 -2.000 -1.158 2.0 -0.3 0.2 -0.181
N -0.615 -1.763 -0.765 -2.2 -2.7 -2.4 -0.588
H 2.872 -7.052 -1.505 0.0 0.2 -0.4 0.347
H 4.532 -6.556 -1.180 -0.4 0.0 -0.5 0.348
H 3.893 -6.275 -2.847 -0.5 -0.2 1.0 0.254
H 5.116 -4.270 -0.514 0.7 0.0 -0.1 0.348
H 4.375 -1.825 -0.192 0.3 -0.5 0.4 0.441
H 2.679 -0.332 -2.515 0.1 -0.2 -0.1 0.549
H 4.362 1.469 -3.231 -0.7 0.0 1.4 0.146
H 5.516 3.382 -2.661 0.1 0.0 0.8 0.326
H 6.465 2.988 -1.187 -0.2 0.0 -0.1 0.276
H 5.301 4.290 -1.167 -0.2 0.9 0.4 0.379
H 4.104 3.096 0.831 -0.5 -0.6 -0.5 0.255
H 2.398 3.606 2.166 0.2 -0.3 -0.4 0.234
H -0.005 3.363 3.401 0.5 0.4 0.2 0.374
H -0.893 0.942 2.952 0.2 0.0 -0.3 0.289
H 1.126 -5.202 -1.678 0.8 0.5 0.2 0.137
H -0.418 -4.571 -2.412 0.0 -0.9 -0.5 0.418
H -2.998 -3.736 -2.255 0.5 0.6 0.2 0.380
H -2.656 -1.233 -0.970 0.1 0.0 0.2 0.449
F -1.586 4.416 1.118 0.5 -0.1 -0.6 -0.206
C -0.702 4.979 0.274 1.0 -0.1 1.0 0.597
F 0.402 5.340 1.032 -1.1 -0.3 -0.8 -0.242
F -1.262 6.092 -0.186 0.2 0.0 -0.2 -0.237
S -0.115 3.840 -1.123 -1.7 -0.9 0.7 0.998
O 0.322 2.591 -0.539 -0.5 1.3 -0.5 -0.149
O 0.808 4.655 -1.844 -0.2 0.0 -0.1 -0.705
N -1.554 3.752 -1.875 1.3 0.7 -0.3 -0.628
S -2.603 2.636 -1.961 -1.8 0.0 1.5 0.973
O -2.699 1.833 -0.757 0.0 -0.5 0.0 -0.543
O -2.754 1.980 -3.215 0.2 -0.1 -0.6 -0.704
C -4.305 3.573 -1.738 1.4 0.9 -0.9 0.505
F -4.558 4.497 -2.744 0.0 -1.4 1.1 -0.251
F -5.343 2.708 -1.638 0.6 0.6 -0.3 -0.232
F -4.229 4.262 -0.596 -0.3 -0.1 0.0 -0.225
C -5.805 -1.000 3.403 -0.7 0.4 0.6 -1.072
N -4.489 -1.155 2.879 -0.8 -0.3 -0.2 0.131
C -3.512 -2.053 3.454 -1.5 -0.8 0.2 -0.657
C -2.358 -1.735 2.581 2.2 -0.7 -1.3 0.363
O -1.230 -2.229 2.744 -1.2 0.4 0.3 -0.649
N -2.699 -0.900 1.544 -0.5 -0.6 1.1 0.150
C -3.990 -0.610 1.746 1.1 1.0 0.1 0.245
N -4.619 0.251 0.927 -0.7 0.2 0.1 -0.207
H -6.516 -0.830 2.577 0.1 -0.1 0.5 0.386
H -5.852 -0.151 4.132 -0.1 -0.5 -0.6 0.270
H -6.095 -1.915 3.955 0.0 0.4 -0.4 0.346
H -3.860 -3.126 3.477 0.4 0.8 -0.8 0.291
H -3.361 -1.900 4.506 0.4 0.7 0.6 0.366
H -4.069 0.787 0.244 0.3 -0.4 0.2 0.142
H -5.550 0.636 1.090 0.6 -0.5 0.2 0.235
```
Forces are in eV/Å.

Computed properties:
* E: -92989.364 eV
* net charge: -1
* HOMO energy: -0.1253 Ha
* relative energy (zero: lowest compared OMol25 entry of this formula, charge and spin): 0.556 eV



(2)
Formula: C55H31F17GeN4PdS4
Source: the Open Molecules 2025 dataset
Level of theory: the ωB97M-V functional and the def2-TZVPD basis

```
113
Properties=species:S:1:pos:R:3:forces:R:3:mulliken_charge:R:1
Pd -0.365 -1.366 0.253 -0.2 -0.4 0.2 1.106
N 1.309 -1.514 1.476 0.1 0.0 -0.3 -1.004
S 2.632 -1.324 0.895 0.0 0.0 0.2 1.700
N 3.411 0.160 0.798 0.2 0.0 0.0 -0.138
S 3.126 1.591 0.388 -0.1 0.1 -0.1 0.788
N 1.885 2.429 0.803 -0.1 0.1 0.1 0.024
S 0.437 1.906 0.192 0.2 -0.1 0.3 0.410
N 0.385 0.542 -0.283 -0.1 0.3 -0.4 0.017
C 0.061 3.132 -1.058 0.0 -0.1 -0.1 0.474
C -0.005 4.487 -0.771 0.0 0.0 0.0 -0.488
C -0.288 5.373 -1.797 0.0 0.0 0.0 -0.827
C -0.512 4.896 -3.085 0.0 0.0 0.0 -0.542
C -0.461 3.536 -3.349 0.0 0.0 0.0 -0.889
C -0.172 2.640 -2.329 -0.1 0.0 0.1 -0.341
C -0.653 2.443 1.491 -0.1 -0.1 0.0 0.268
C -1.998 2.198 1.231 0.0 0.0 0.0 -0.610
C -2.942 2.610 2.157 0.0 -0.1 0.0 -0.711
C -2.537 3.235 3.329 0.0 0.0 0.0 -0.682
C -1.192 3.449 3.585 0.0 0.0 0.0 -0.732
C -0.234 3.055 2.660 0.0 0.0 0.0 -0.180
C 4.460 2.518 1.111 0.0 0.0 0.0 0.483
C 4.237 3.764 1.674 0.0 -0.1 0.0 -0.347
C 5.318 4.456 2.203 0.0 0.0 0.0 -0.816
C 6.591 3.910 2.147 0.0 0.0 0.0 -0.571
C 6.799 2.664 1.566 0.0 0.0 0.0 -0.946
C 5.730 1.959 1.041 -0.1 0.0 0.0 -0.289
C 3.408 1.836 -1.358 0.0 0.0 0.0 1.024
C 3.055 3.059 -1.915 0.1 0.0 0.0 -0.789
C 3.306 3.278 -3.259 0.0 0.0 0.0 -0.900
C 3.908 2.287 -4.024 0.0 0.0 0.0 -0.717
C 4.273 1.078 -3.450 0.0 0.1 0.0 -0.838
C 4.033 0.849 -2.104 -0.1 0.0 0.0 -0.086
C 3.056 -1.972 -0.743 0.0 0.0 0.0 0.049
C 4.372 -2.347 -1.004 0.0 -0.1 0.1 -0.500
C 4.717 -2.791 -2.268 0.0 0.0 -0.1 -0.538
C 3.753 -2.860 -3.269 0.1 0.0 0.0 -0.722
C 2.447 -2.491 -2.997 0.0 0.0 0.0 -0.949
C 2.090 -2.046 -1.730 -0.2 0.0 0.1 0.026
C 3.834 -2.156 1.912 0.0 0.1 0.1 -0.461
C 4.847 -1.516 2.601 0.0 0.0 0.0 -0.122
C 5.669 -2.268 3.432 0.0 0.0 0.0 -0.823
C 5.471 -3.633 3.556 0.0 0.0 0.0 -0.491
C 4.439 -4.259 2.868 0.0 0.0 0.0 -0.767
C 3.605 -3.521 2.047 0.0 0.0 0.0 -0.173
H 0.158 4.844 0.237 0.0 0.0 0.0 0.544
H -0.349 6.433 -1.592 0.0 0.0 0.0 0.461
H -0.745 5.590 -3.881 0.0 0.0 0.0 0.447
H -0.654 3.168 -4.348 0.0 0.0 0.0 0.517
H -0.144 1.568 -2.489 0.0 0.0 0.0 0.415
H -2.291 1.683 0.323 0.0 0.0 0.0 0.415
H -3.991 2.437 1.964 -0.1 0.0 0.0 0.628
H -3.278 3.547 4.054 0.0 0.0 0.0 0.431
H -0.883 3.921 4.507 0.0 0.0 0.0 0.441
H 0.819 3.207 2.846 0.0 0.0 0.0 0.427
H 3.238 4.169 1.704 -0.1 0.0 0.0 0.344
H 5.161 5.425 2.656 0.0 0.0 0.0 0.449
H 7.429 4.456 2.558 0.0 0.0 0.0 0.398
H 7.793 2.242 1.523 0.0 0.0 0.0 0.453
H 5.873 0.985 0.593 0.0 0.0 0.0 0.512
H 2.586 3.822 -1.311 0.0 0.0 0.0 0.618
H 3.023 4.220 -3.707 0.0 0.0 0.0 0.476
H 4.092 2.459 -5.076 0.0 0.0 0.0 0.413
H 4.743 0.307 -4.045 0.0 0.0 0.0 0.496
H 4.308 -0.088 -1.647 0.0 0.0 0.0 0.417
H 5.126 -2.294 -0.230 0.0 0.0 0.0 0.437
H 5.735 -3.092 -2.468 0.0 0.0 0.0 0.430
H 4.021 -3.213 -4.255 0.0 0.0 0.0 0.421
H 1.688 -2.554 -3.765 0.0 0.0 0.0 0.527
H 1.059 -1.768 -1.516 0.2 0.0 0.0 0.509
H 4.982 -0.450 2.501 0.0 0.0 0.0 0.474
H 6.461 -1.781 3.984 0.0 0.0 0.0 0.444
H 6.116 -4.214 4.203 0.0 0.0 0.0 0.386
H 4.274 -5.321 2.982 0.0 0.0 0.0 0.432
H 2.774 -3.983 1.530 0.0 0.0 0.0 0.450
F -2.359 -0.897 2.296 -0.2 0.0 0.1 -0.275
C -3.681 -0.873 2.483 0.1 0.0 0.0 -1.192
C -4.556 -1.197 1.462 -0.1 0.0 0.0 0.428
C -5.907 -1.143 1.776 0.0 0.1 0.1 0.872
F -6.823 -1.468 0.847 0.0 0.0 0.0 -0.419
C -6.384 -0.784 3.021 0.1 0.0 0.1 0.294
F -7.692 -0.749 3.275 0.0 0.0 0.0 -0.326
C -5.474 -0.465 4.020 -0.1 0.0 0.0 0.714
F -5.907 -0.115 5.232 0.0 0.0 -0.1 -0.325
C -4.119 -0.514 3.751 0.0 0.0 0.0 -0.016
F -3.242 -0.209 4.709 0.0 0.0 0.0 -0.349
Ge -4.070 -1.670 -0.394 0.1 -0.1 0.0 1.054
S -2.150 -1.141 -1.212 -0.1 0.3 0.0 -0.404
C -4.457 -3.612 -0.593 0.0 0.0 0.0 -0.449
C -4.027 -4.286 -1.730 0.0 -0.1 -0.1 0.162
F -3.418 -3.638 -2.726 -0.1 0.0 0.1 -0.372
C -4.204 -5.648 -1.912 0.0 0.0 0.0 0.007
F -3.779 -6.246 -3.027 0.0 0.0 0.0 -0.307
C -4.828 -6.395 -0.928 0.0 0.0 0.0 0.671
F -5.005 -7.705 -1.089 0.0 0.1 0.0 -0.308
C -5.265 -5.766 0.224 0.1 0.0 -0.1 0.051
F -5.863 -6.475 1.183 0.0 0.0 0.0 -0.302
C -5.070 -4.401 0.370 0.0 -0.1 0.1 0.873
F -5.511 -3.879 1.525 0.0 0.0 -0.1 -0.265
C -5.315 -0.593 -1.502 0.1 -0.1 -0.2 -0.765
C -5.489 0.751 -1.230 0.1 0.1 -0.1 0.451
F -4.961 1.293 -0.116 0.0 0.0 0.0 -0.063
C -6.166 1.618 -2.070 0.0 0.0 0.0 -0.048
F -6.300 2.911 -1.759 0.0 -0.1 0.0 -0.313
C -6.700 1.131 -3.251 0.0 0.0 0.0 0.805
F -7.357 1.947 -4.077 0.1 -0.1 0.1 -0.306
C -6.547 -0.208 -3.566 0.0 0.1 0.1 -0.027
F -7.066 -0.687 -4.697 0.0 0.0 0.0 -0.303
C -5.863 -1.039 -2.692 -0.2 0.0 0.0 0.152
F -5.770 -2.328 -3.045 0.0 0.0 0.0 -0.293
F 0.241 -4.060 0.156 0.1 0.0 0.0 -0.329
C -0.790 -3.261 0.639 -0.1 0.1 -0.1 0.540
F -0.844 -3.520 1.985 0.0 0.0 0.2 -0.312
H -1.706 -3.679 0.207 0.1 0.1 0.0 -0.200
```
Forces are in eV/Å.

Computed properties:
* E: -213023.351 eV
* HOMO energy: -0.2767 Ha
* relative energy (zero: lowest compared OMol25 entry of this formula, charge and spin): 0.000 eV



(3)
Formula: C42H41N8O3S2ScSeSi
Source: the Open Molecules 2025 dataset
Level of theory: the ωB97M-V functional and the def2-TZVPD basis

```
99
Properties=species:S:1:pos:R:3:forces:R:3:mulliken_charge:R:1
Sc -0.295 -0.414 0.089 0.4 0.5 -0.1 -0.393
O -0.096 -4.547 2.453 -0.2 0.1 -0.1 -0.771
C 1.240 -4.622 2.419 0.3 0.2 0.0 0.238
C 1.859 -5.802 2.847 -0.2 0.0 0.0 -0.672
C 3.233 -5.917 2.843 -0.1 0.0 0.0 -0.299
C 4.025 -4.859 2.418 0.2 0.1 0.0 -0.928
C 3.431 -3.686 2.006 -0.1 -0.1 0.0 -0.426
C 2.046 -3.548 2.001 -0.3 -0.2 0.0 -0.308
C 1.441 -2.262 1.607 0.6 1.1 0.3 1.189
O 0.173 -2.119 1.512 -0.4 0.2 -0.5 -0.128
N 2.291 -1.252 1.511 0.7 -0.6 0.2 -1.918
N 1.707 -0.107 1.103 -0.2 0.6 0.2 3.161
C 2.245 1.020 1.416 -0.1 -1.0 0.0 -1.835
C 1.624 2.228 0.937 -0.6 0.9 -0.1 1.751
C 2.208 3.478 1.166 -0.1 -0.5 0.0 -1.080
C 1.586 4.607 0.679 -0.3 0.0 -0.2 -0.836
C 0.412 4.453 -0.044 0.3 0.0 0.2 -1.076
C -0.104 3.178 -0.224 -0.1 0.0 0.0 -0.820
N 0.459 2.088 0.276 0.3 -0.2 0.5 1.791
H -0.356 -3.662 2.090 0.0 -0.2 0.0 0.245
H 1.235 -6.618 3.180 -0.1 -0.1 0.0 0.443
H 3.697 -6.838 3.173 0.0 -0.1 0.0 0.380
H 5.101 -4.949 2.415 0.1 0.0 0.0 0.406
H 4.015 -2.838 1.687 0.1 0.0 0.0 0.424
H 3.145 1.085 2.029 -0.1 -0.2 -0.1 0.077
H 3.138 3.542 1.712 0.1 0.0 0.0 0.495
H 2.008 5.588 0.845 0.0 0.0 0.0 0.397
H -0.101 5.306 -0.458 -0.1 0.0 -0.1 0.517
H -1.007 3.029 -0.798 0.1 0.0 0.0 0.317
S -2.597 2.398 1.200 -0.8 0.2 -0.6 -0.384
C -1.624 1.959 2.451 0.0 0.4 0.8 0.242
N -0.811 0.931 2.545 0.0 -0.4 -0.6 0.461
C -0.220 0.843 3.775 0.2 0.2 0.9 -0.695
C 0.610 -0.179 4.236 0.0 -0.1 -0.2 -0.086
C 1.121 -0.128 5.520 0.1 -0.1 0.1 -0.917
C 0.827 0.923 6.379 0.1 0.0 0.2 -0.487
C -0.016 1.938 5.961 0.0 -0.1 0.0 -0.487
C -0.530 1.886 4.681 -0.1 0.1 -0.1 0.454
S -1.638 2.998 3.947 0.2 -0.6 -0.5 -0.464
H 0.837 -1.017 3.598 0.0 0.0 -0.1 0.537
H 1.759 -0.933 5.862 0.0 0.0 0.0 0.461
H 1.237 0.939 7.381 0.0 0.0 0.0 0.360
H -0.285 2.753 6.620 0.0 0.1 0.1 0.375
C -5.899 -5.373 3.127 0.1 0.1 0.0 -1.551
C -5.001 -4.413 2.394 0.0 0.0 0.0 1.037
C -4.595 -4.654 1.090 -0.1 0.0 0.2 -1.252
C -3.857 -3.723 0.371 0.1 0.2 0.0 1.198
C -3.421 -4.024 -1.024 0.1 0.1 0.0 -1.355
C -3.522 -2.506 0.974 0.3 0.1 -0.2 0.045
Se -2.801 -1.063 -0.118 -0.5 -0.2 0.3 -0.411
C -3.839 -2.289 2.319 0.1 0.1 0.1 1.187
C -3.389 -1.049 3.021 0.2 0.0 -0.1 -1.163
C -4.576 -3.243 3.005 -0.1 -0.1 -0.1 -1.214
H -6.075 -6.269 2.535 0.0 -0.1 0.0 0.346
H -6.863 -4.903 3.331 -0.1 0.0 0.0 0.306
H -5.464 -5.666 4.082 0.0 -0.1 0.1 0.340
H -4.870 -5.588 0.615 0.0 0.0 -0.1 0.235
H -3.615 -5.058 -1.295 0.0 -0.1 0.0 0.445
H -2.354 -3.832 -1.121 0.0 0.0 -0.1 -0.142
H -3.927 -3.365 -1.728 0.0 0.0 -0.2 0.354
H -2.341 -0.859 2.774 -0.2 0.1 0.1 -0.272
H -3.490 -1.141 4.102 0.0 0.0 0.1 0.322
H -3.965 -0.187 2.681 0.1 0.1 0.0 0.432
H -4.842 -3.060 4.041 0.0 0.1 0.1 0.312
N 2.308 -1.970 -1.982 -0.3 -0.1 -0.1 -0.346
C 1.054 -2.542 -1.973 0.8 0.5 0.3 0.326
O 0.197 -2.054 -1.181 0.0 -0.1 -0.2 0.711
C 0.872 -3.651 -2.830 -0.1 0.4 0.5 0.598
C 1.884 -4.002 -3.718 0.7 -0.1 -0.5 -0.595
N 2.729 -4.276 -4.458 0.2 0.0 -0.1 -0.767
C -0.293 -4.399 -2.982 -0.8 -0.3 0.2 0.187
N -1.208 -5.072 -3.189 -0.1 -0.1 0.0 -0.770
H 2.938 -2.296 -2.700 0.0 0.2 0.0 0.284
H 2.292 -0.970 -1.837 0.0 -0.1 0.0 -0.082
C -2.459 1.588 -2.615 0.7 -0.3 0.1 -0.837
Si -0.817 0.813 -3.238 -0.7 -0.4 -1.0 0.380
C -1.252 -0.982 -3.736 0.1 0.6 0.5 -0.529
C -0.559 1.670 -4.948 0.2 -0.1 0.6 -1.455
N 0.511 0.839 -2.137 -0.7 -0.5 0.2 0.491
C 1.561 1.695 -2.244 0.2 -0.2 0.0 0.599
C 2.809 1.390 -1.647 0.0 -0.1 -0.1 0.045
C 3.926 2.178 -1.815 0.1 -0.1 -0.1 -1.310
C 3.869 3.345 -2.558 0.2 0.2 0.0 -0.622
C 2.641 3.728 -3.075 0.1 0.1 -0.2 -0.921
C 1.522 2.941 -2.916 -0.2 -0.1 0.0 -0.095
H -3.284 1.222 -3.219 -0.1 -0.1 -0.2 0.360
H -2.468 2.675 -2.664 0.1 0.2 0.0 0.349
H -2.678 1.304 -1.588 -0.1 0.0 0.2 0.024
H -2.101 -0.999 -4.415 -0.2 0.1 -0.1 0.494
H -1.523 -1.574 -2.867 -0.1 -0.1 0.1 -0.341
H -0.424 -1.478 -4.236 0.2 0.0 -0.1 0.274
H -1.167 1.193 -5.711 -0.2 -0.2 0.0 0.412
H 0.474 1.616 -5.271 0.3 0.0 -0.1 0.386
H -0.840 2.718 -4.927 0.0 0.3 0.0 0.345
H 2.903 0.509 -1.028 0.0 0.0 0.0 0.072
H 4.859 1.863 -1.361 0.1 0.0 0.0 0.406
H 4.755 3.947 -2.707 0.0 0.1 0.0 0.352
H 2.561 4.662 -3.620 -0.1 0.0 0.0 0.367
H 0.576 3.288 -3.303 -0.1 0.0 -0.1 0.299
```
Forces are in eV/Å.

Computed properties:
* E: -177886.967 eV
* net charge: -2
* HOMO energy: -0.0904 Ha
* relative energy (zero: lowest compared OMol25 entry of this formula, charge and spin): 1.883 eV



(4)
Formula: C2H6IN3S
Source: the Open Molecules 2025 dataset
Level of theory: the ωB97M-V functional and the def2-TZVPD basis

```
13
Properties=species:S:1:pos:R:3:forces:R:3:mulliken_charge:R:1
C 0.165 -2.190 0.648 -0.8 0.8 0.7 -0.711
C -1.302 0.223 0.229 -0.5 -1.9 2.1 0.113
N 1.043 1.459 -1.520 -0.1 0.6 -0.7 -0.085
N -0.077 1.261 -1.612 1.5 -0.3 -0.7 -0.065
N -0.470 0.646 1.065 1.1 -1.0 -0.5 -0.641
S -1.299 -1.456 -0.227 0.6 -1.4 -1.1 -0.071
I 1.776 3.706 -0.581 0.2 -0.1 0.1 -0.223
H -0.095 -3.250 0.907 0.3 1.0 -0.6 0.325
H -0.011 -1.571 1.576 1.4 -0.8 -0.6 0.235
H 1.183 -2.082 0.134 -1.7 0.0 0.9 0.225
H -2.296 0.555 -0.003 -0.3 1.2 -0.6 0.347
H 1.942 1.129 -1.983 -1.2 0.1 0.6 0.335
H -0.560 1.569 1.369 -0.5 1.9 0.5 0.215
```
Forces are in eV/Å.

Computed properties:
* E: -25573.880 eV
* HOMO energy (alpha / beta): -0.3233 / -0.3303 Ha
* relative energy (zero: lowest compared OMol25 entry of this formula, charge and spin): 3.476 eV